H80O40 | ωB97M-V with the def2-TZVPD basis set

For the energy above the lowest of the compared OMol25 structures with the same formula, charge and spin, the calculation gives 202.3 kcal/mol.

Atoms and positions in Å:
O 3.413 2.180 -4.793
O 5.969 1.787 1.068
O -2.723 0.613 5.934
O -3.599 -0.209 -3.340
O -2.795 5.808 -2.187
O -1.785 -5.545 1.460
O -1.561 2.412 0.411
O 1.188 -1.319 1.028
O 4.576 4.106 3.157
O 0.792 -2.353 -1.945
O -3.995 1.102 3.216
O -4.835 3.609 -0.550
O 4.695 2.684 -1.339
O -0.452 -4.558 -2.010
O 4.755 -3.342 2.167
O 1.018 -0.912 5.658
O -4.288 -3.083 -2.533
O -2.638 2.615 -3.098
O 3.729 0.292 2.341
O -1.463 -0.226 -5.531
O 1.511 1.398 0.481
O 2.500 2.617 3.805
O -2.430 4.814 2.801
O 2.519 4.764 -3.828
O 0.964 0.748 -3.950
O 0.904 4.157 0.133
O -2.220 -2.776 -5.398
O -1.572 -2.875 0.629
O -2.668 -0.700 -0.466
O -4.125 -3.562 0.432
O -0.706 -2.139 2.915
O 2.913 0.307 -2.385
O 1.586 -4.919 2.864
O -1.096 -0.006 -2.561
O 0.428 3.328 -3.455
O -1.370 1.310 2.935
O 4.261 -2.210 -0.763
O -4.807 -1.680 2.600
O 2.706 -1.717 4.050
O 2.448 -4.682 0.360
H 2.313 3.072 4.624
H -1.471 4.730 2.844
H 5.253 3.444 3.260
H 0.277 -2.373 -1.130
H 5.854 1.153 0.349
H -5.641 3.305 -0.118
H 6.069 1.331 1.879
H -2.509 1.869 -3.681
H -0.939 -2.961 -0.080
H -1.336 -1.805 3.563
H -4.895 -2.339 -2.607
H -4.890 3.225 -1.436
H -1.886 0.607 6.393
H 1.307 -1.622 6.230
H -1.501 -3.296 -5.809
H -1.734 -4.623 1.152
H -5.414 -2.426 2.442
H 2.204 -1.260 3.353
H 0.293 -3.103 -2.400
H 1.002 1.054 -0.264
H -2.117 -1.430 -0.113
H 2.272 -4.517 3.424
H -2.668 4.031 2.322
H 2.728 5.519 -3.333
H 3.887 -3.061 -0.473
H 1.280 2.327 0.550
H 3.667 0.229 1.390
H 0.539 0.397 -3.148
H -1.355 1.541 2.005
H -2.316 1.433 3.178
H 0.046 4.554 -0.096
H -1.117 -0.784 -1.988
H -2.393 -0.095 -5.800
H 2.166 0.937 -2.558
H -3.520 -0.869 -0.875
H 4.444 2.422 -2.227
H 1.779 -0.554 0.871
H 3.550 2.887 -4.152
H 0.568 3.725 0.933
H 2.886 -5.525 0.241
H 3.359 -1.016 4.240
H -3.683 -4.371 0.666
H -1.068 -2.743 1.492
H -2.044 1.667 0.756
H 2.273 -4.689 1.342
H 1.658 -0.766 4.913
H 2.893 1.533 -4.247
H -3.498 -2.765 -2.105
H 3.268 3.240 3.628
H 3.741 -2.055 -1.567
H 2.108 4.802 -4.689
H -4.196 1.247 4.136
H -2.680 -0.042 -3.454
H -3.121 1.443 5.692
H -1.368 0.669 -1.923
H 4.165 -3.047 2.865
H -2.550 -5.594 2.046
H -4.021 0.640 -3.194
H -2.327 3.480 -3.353
H -2.323 5.074 -2.595
H -4.345 -1.895 1.754
H -4.208 0.144 3.219
H -1.638 -1.212 -5.605
H 0.757 -4.745 3.312
H 3.785 1.241 2.523
H 0.054 -1.588 3.164
H 1.700 -1.994 0.541
H -0.075 -5.327 -2.423
H 2.920 -0.206 -3.207
H -2.064 -2.911 -4.506
H 0.216 2.390 -3.427
H 4.144 -3.877 1.659
H -5.067 -3.592 0.416
H 4.034 2.801 -0.668
H -2.998 5.480 -1.292
H -1.063 2.200 -0.345
H -1.281 -4.383 -2.446
H 1.258 3.380 -3.932
H 0.479 0.250 -4.622
H 4.377 4.146 2.210

***

H80O40 | ωB97M-V with the def2-TZVPD basis set

For the energy above the lowest of the compared OMol25 structures with the same formula, charge and spin, the calculation gives 401.6 kcal/mol.

Atoms and positions in Å:
O 3.162 -1.013 5.054
O 5.048 1.719 2.442
O -1.676 4.088 -4.037
O -0.597 2.774 -6.246
O 1.110 -4.431 -3.354
O -2.465 2.877 -1.186
O 0.361 -1.030 -1.516
O 4.309 -1.645 -3.543
O -3.317 -3.922 1.885
O 6.696 1.196 -1.143
O 2.205 2.737 -5.005
O 2.253 0.326 -3.868
O -1.802 0.644 -0.372
O -2.599 -5.114 -0.269
O 2.514 4.129 0.392
O -3.698 -0.039 3.217
O -0.775 -3.177 -2.165
O 1.606 -1.888 0.991
O 0.653 6.540 2.274
O -5.500 0.675 -1.305
O 0.308 4.735 -1.206
O -1.455 -4.730 3.594
O -1.373 -2.529 0.674
O 0.979 4.317 4.307
O 4.571 -2.184 3.187
O -5.158 -1.721 0.481
O -3.782 -1.943 -1.694
O -0.963 2.449 4.448
O -5.777 0.496 1.826
O 2.045 1.895 -1.967
O 1.353 1.072 4.031
O 3.916 -2.957 0.452
O -0.907 0.096 -5.055
O 0.631 -1.280 4.698
O 0.066 1.832 1.511
O -4.934 3.831 -2.223
O 3.497 -0.296 1.528
O 1.073 -5.697 2.401
O -0.578 -6.899 -0.390
O -0.200 2.306 -3.195
H -5.137 3.483 -3.048
H 0.673 -1.591 3.768
H 1.006 0.223 4.540
H 1.914 4.486 -0.225
H -3.089 0.463 3.909
H -4.588 3.256 -1.492
H -1.696 2.967 -1.823
H 6.944 0.665 -0.465
H -1.633 0.675 0.680
H 1.202 2.241 -2.426
H -2.079 1.406 -0.928
H -0.403 3.555 -5.694
H -4.857 0.815 1.901
H 0.198 2.325 -6.413
H 4.358 2.382 2.592
H 3.254 4.707 0.349
H 0.193 5.576 -0.762
H 4.587 -1.277 2.883
H -0.391 1.349 -3.494
H -3.636 -3.636 2.714
H 0.318 -5.779 2.859
H 3.980 -1.367 4.580
H -4.687 0.122 -1.008
H 1.379 -1.509 5.208
H -2.908 -4.792 -1.121
H -0.277 4.865 -2.082
H -1.478 0.714 -5.513
H 0.663 6.095 1.370
H 3.379 -2.553 -0.297
H 2.378 1.856 -5.351
H 3.563 0.108 2.418
H 0.388 -4.951 -3.881
H -1.565 4.450 -4.751
H 0.004 -6.587 -1.117
H 0.719 1.081 3.372
H -3.722 -4.789 1.572
H -5.136 -2.428 1.295
H -2.069 -2.401 1.273
H 2.226 -2.484 0.591
H -0.929 -5.992 -0.312
H 4.248 -0.870 1.264
H 6.254 1.940 -0.837
H -4.191 -1.670 -2.624
H 0.715 -5.336 1.552
H -1.843 -3.989 3.236
H -6.263 1.173 1.395
H 0.403 2.827 1.910
H 4.726 -0.922 -2.985
H -3.854 -1.175 -1.190
H 3.536 -0.833 5.925
H -1.885 2.159 4.345
H 2.175 -1.623 1.715
H 2.704 2.888 -4.203
H -2.285 -4.108 -0.051
H -2.536 3.544 -4.029
H 0.993 -1.008 -0.967
H -0.673 -2.176 0.842
H 0.306 2.766 -3.825
H -5.322 -0.770 0.776
H -0.516 -0.770 -1.302
H 1.479 0.374 -4.430
H 0.490 -3.929 -2.826
H 0.049 4.195 4.351
H -0.390 -2.684 -1.510
H -4.117 -0.850 3.487
H 0.969 5.841 2.783
H -0.210 -0.449 -5.660
H 0.928 1.527 1.166
H 1.888 0.380 -2.982
H 4.259 -2.734 2.597
H 4.126 -3.847 -0.027
H -0.796 2.797 3.518
H -1.719 -3.092 -1.896
H -6.052 0.708 -0.513
H 1.812 1.956 -1.108
H 3.518 -1.409 -3.838
H -2.232 3.636 -0.527
H 5.473 1.320 3.252
H -1.216 -5.371 2.986
H 1.208 3.614 4.906